Entry 1:
Formula: C5H12O2
Source: the OMol25 dataset
Level of theory: ωB97M-V/def2-TZVPD

Atoms and positions in Å:
1 C -0.93382 -1.38366 1.34897
2 C -1.55922 1.16198 -0.74962
3 O -0.67879 0.07185 -0.97829
4 H -2.52814 0.91302 -1.19328
5 H -1.71023 1.35909 0.31545
6 H -0.97247 -1.72431 2.38609
7 H -0.70132 -2.24340 0.71537
8 H -1.92135 -0.99114 1.08933
9 H -1.17836 2.05749 -1.24905
10 C 1.20727 1.31233 0.00432
11 C 1.38872 -1.07505 -0.63569
12 C 0.43200 -0.01075 -0.07772
13 O 0.04296 -0.35368 1.25713
14 H 2.10212 1.20647 0.62976
15 H 1.50295 1.66606 -0.98812
16 H 1.64980 -0.85950 -1.67745
17 H 2.30893 -1.13221 -0.04266
18 H 0.60505 2.09944 0.47171
19 H 0.94389 -2.07402 -0.62622

Properties
- LUMO: 1.0 eV
- Charge: 0
- SMILES string: COC(C)(C)OC

Entry 2:
Formula: C3H4N2O
Source: the OMol25 dataset
Level of theory: ωB97M-V/def2-TZVPD

Atoms and positions in Å:
1 C -0.23666 -1.00242 -0.94863
2 C 0.37153 0.33324 -1.11844
3 C 0.22174 0.20716 1.09821
4 N -0.34788 -1.24802 0.29166
5 N 0.71192 0.87240 -0.01917
6 O -0.79592 0.74148 1.75633
7 H -0.30366 -1.73518 -1.72792
8 H 0.77174 0.70848 -2.08774
9 H 1.02411 -0.08386 1.65739
10 H -1.41692 1.20671 1.09831

Properties
- LUMO: 0.0 eV
- Charge: 0
- SMILES string: OC1N=CC=N1

Entry 3:
Formula: C2H15N2O3
Source: the OMol25 dataset
Level of theory: ωB97M-V/def2-TZVPD

Atoms and positions in Å:
1 C 0.16500 -2.35280 -0.32891
2 N -1.20417 -2.30127 -0.70646
3 C 0.78728 -0.95431 -0.07757
4 N 0.17983 0.24868 -0.80615
5 H 0.73480 -2.88669 -1.08660
6 H 0.27810 -2.98055 0.57845
7 H -1.61601 -3.18439 -1.04358
8 H -1.89068 -1.94330 -0.02338
9 H 1.81520 -1.05244 -0.32762
10 H 0.62808 -0.62614 0.93960
11 H 0.86068 0.97629 -0.53755
12 H 0.33482 0.06733 -1.80050
13 H -0.79066 0.35290 -0.52712
14 H -1.96917 3.26232 0.05250
15 H -2.74418 1.99198 0.32009
16 O -1.84572 2.34660 0.33450
17 H 2.56909 2.78477 -0.98527
18 H 3.31141 1.98972 0.07468
19 O 2.54631 1.94375 -0.51148
20 H -1.12992 1.39910 1.79624
21 H -0.34002 0.37190 2.77354
22 O -0.68008 0.54654 1.89260

Properties
- Expectation value of S²: 0.7542
- LUMO (alpha / beta): -7.1 / -12.9 eV
- Charge: +2
- Spin multiplicity: 2

Total energy per entry: -9473.9335 -8201.2093 -11421.3065 eV